1.
Computed, not measured: a molecular structure, C2HBrF3NO, with ωB97M-V/def2-TZVPD.

Structure (XYZ):
```
9
Properties=species:S:1:pos:R:3
C -0.18243 0.51686 -0.90157
C -2.63085 -1.34986 0.46454
N -2.76337 -0.12596 0.69125
O 0.08260 -0.27409 -0.07462
F -0.62019 0.09244 -2.12743
F -3.16927 -2.01402 -0.56714
F -1.90375 -2.11675 1.17501
Br -4.02477 0.77828 -0.19216
H -0.20185 1.70722 -0.99758
```

## Properties
Energy (Eh): -3080.3646
Frontier orbital gap (hartree): 0.39452
HOMO (eV): -10.3
Relative energy (zero: lowest compared OMol25 entry of this formula, charge and spin) (kJ/mol): 114.2

Here are the Löwdin charges for atoms 1 to 6, given in e:
1. C -0.323
2. C -0.652
3. N -0.393
4. O 0.115
5. F 0.017
6. F 0.101


2.
Computed, not measured: C19H22N2O4S in the gas phase, with ωB97M-V/def2-TZVPD.

Structure (XYZ):
```
48
Properties=species:S:1:pos:R:3
C -5.00039 1.28728 2.95367
C -3.99355 0.14165 2.88378
C -4.60487 -1.16897 3.37313
N -3.51989 -0.01618 1.52211
C -2.23532 0.15617 1.15926
O -1.38519 0.49624 1.97959
C -1.93595 -0.04782 -0.28606
C -2.75539 -0.83928 -1.08949
C -2.51286 -0.98584 -2.44104
C -1.44176 -0.32466 -3.02078
C -0.59430 0.43832 -2.24455
C -0.80601 0.56169 -0.87218
N 0.06821 1.25503 -0.04714
C 1.15867 1.97816 -0.37401
O 1.51131 2.27266 -1.50276
C 1.99105 2.35385 0.82065
S 3.21358 0.97485 0.95387
O 4.05457 1.24943 2.08813
O 2.46607 -0.24937 0.96276
C 4.23754 1.08749 -0.57431
C 4.16588 -0.22650 -1.26253
C 4.93161 -1.29521 -0.81196
C 4.81421 -2.53711 -1.40854
C 3.92629 -2.72476 -2.45489
C 3.15609 -1.66555 -2.90369
C 3.27362 -0.42233 -2.30909
H -5.87560 1.06288 2.34623
H -5.32231 1.43872 3.97997
H -4.55123 2.20876 2.59149
H -3.11026 0.38515 3.48233
H -3.87840 -1.97446 3.30104
H -5.47755 -1.42904 2.77636
H -4.91269 -1.07203 4.41031
H -4.21614 -0.22457 0.82507
H -3.58140 -1.38259 -0.65324
H -3.15801 -1.61067 -3.03965
H -1.25690 -0.41840 -4.08022
H 0.24777 0.94094 -2.68791
H -0.12873 1.07120 0.94572
H 1.44785 2.37159 1.75955
H 2.55860 3.26581 0.66616
H 5.23282 1.34204 -0.22205
H 3.81145 1.88774 -1.17224
H 5.61292 -1.14927 0.01343
H 5.41182 -3.36310 -1.05226
H 3.83199 -3.69683 -2.91620
H 2.45787 -1.80928 -3.71524
H 2.67291 0.40614 -2.65267
```

## Properties
Energy (Eh): -1545.9192
Frontier orbital gap (hartree): 0.33759
HOMO (eV): -8.8
Relative energy (zero: lowest compared OMol25 entry of this formula, charge and spin) (kJ/mol): 43.8
SMILES: CC(C)NC(=O)c1ccccc1NC(=O)CS(=O)(=O)Cc1ccccc1

Here are the Löwdin charges for atoms 1 to 6, given in e:
1. C -0.051
2. C -0.414
3. C -0.052
4. N 0.093
5. C -0.395
6. O 0.049


3.
Computed, not measured: a gas-phase ion, C3NO3S2 (charge -1), with ωB97M-V/def2-TZVPD.

Structure (XYZ):
```
9
Properties=species:S:1:pos:R:3
C -0.11939 -1.13021 -0.02848
C 0.79529 0.05902 0.03942
C -1.82962 0.36147 0.06203
N -1.42731 -0.90426 -0.05901
O 0.48546 -2.19028 -0.13742
O -2.96852 0.81479 0.14292
O 3.14774 1.29099 0.00766
S -0.47167 1.68784 -0.02623
S 2.38801 0.01066 -0.00089
```

## Properties
Energy (Eh): -1191.1296
Net charge: -1
Frontier orbital gap (spin up / spin down) (hartree): 0.24156 / 0.22124
HOMO (spin up / spin down) (eV): -3.4 / -5.5
Multiplicity: 3

Here are the Löwdin charges for atoms 1 to 6, given in e:
1. C -0.679
2. C -0.619
3. C -0.811
4. N 0.088
5. O -0.019
6. O -0.082


4.
Computed, not measured: 2 unconnected molecules or ions with the total composition C10H22N, with ωB97M-V/def2-TZVPD.

Structure (XYZ):
```
33
Properties=species:S:1:pos:R:3
C 0.43035 -1.62723 0.93704
C 0.15354 0.74632 -0.63346
C 0.16745 -2.22332 -0.34596
C 1.78121 -1.56082 1.49328
C 1.67721 0.91406 -0.77038
C -2.23240 1.66289 -0.62510
C -0.39454 0.26775 -1.91940
C -0.53872 2.95330 -1.86574
C -0.32001 -1.51702 3.23759
C -0.87461 1.57318 -1.25703
N -0.50556 -1.53587 1.86581
H 0.90638 -2.00106 -1.14202
H -0.74573 -1.86840 -0.77572
H 0.16731 -3.28689 -0.30158
H 2.58440 -1.58993 0.60182
H 2.13902 -2.29326 2.23259
H 1.94149 -0.65364 1.96170
H 2.26203 -0.02681 -1.04644
H 2.12279 1.46802 0.04311
H 1.91703 1.65988 -1.64052
H -2.51703 0.66316 -0.02343
H -2.84343 1.92199 -1.47959
H -2.28314 2.40397 0.22212
H -0.04655 0.20186 0.19533
H -1.21562 -0.37420 -2.14630
H 0.19493 0.62382 -2.77402
H -1.18267 2.83935 -2.75359
H 0.51149 2.81671 -2.33561
H -0.76453 3.76879 -1.28485
H 0.65475 -1.78836 3.56577
H -0.57080 -0.48159 3.62634
H -1.12469 -2.34658 3.53548
H -1.45138 -1.31005 1.60276
```

## Properties
Energy (Eh): -448.5944
Net charge: +1
Frontier orbital gap (hartree): 0.30626
HOMO (eV): -12.8
Relative energy (zero: lowest compared OMol25 entry of this formula, charge and spin) (kJ/mol): 177.9

Here are the Löwdin charges for atoms 1 to 6, given in e:
1. C -0.293
2. C -0.325
3. C 0.000
4. C -0.012
5. C -0.053
6. C -0.043


- Which formula does entry 1 have?
  C2HBrF3NO


- Among the records above, which one has the lowest energy?
  C2HBrF3NO


- Look up the energy of the third one.
  -1191.1296 Eh


- Which of these has the lowest energy?
  C2HBrF3NO